No. 1
Below is C51H55BrClFeN5O5 as an isolated structure in a non-equilibrium geometry, with properties calculated with ωB97M-V/def2-TZVPD.

Calculated values
**Net charge**: -1
**HOMO energy (spin up / spin down)**: -3.27 / -5.30 eV
**2S+1**: 6
**ΔE to the lowest compared entry with this formula, charge and spin**: 0.130 eV
**LUMO (spin up / spin down)**: 0.0838 / 0.0239 Ha

Cartesian coordinates (Å):
Fe 0.12569 -0.42309 -0.19798
C -5.48414 2.79835 -2.30319
C -5.11838 3.21098 -0.87597
C -3.95944 2.43793 -0.33836
C -3.96443 1.46101 0.62933
C -5.18879 1.01144 1.37096
C -6.04221 0.04092 0.55392
C -2.64167 0.96163 0.78815
C -2.30342 0.09923 1.90521
C -1.13166 -0.34841 2.44696
C -0.83141 -1.03445 3.71047
C -1.85857 -1.58157 4.64486
C -2.38295 -2.93511 4.16140
C 0.52401 -1.10262 3.81556
C 1.08844 -0.48480 2.59763
C 2.45822 -0.25877 2.20696
C 2.73463 0.42622 1.00334
N 1.68739 0.60775 0.16674
C 1.90546 1.50251 -0.77570
C 0.50154 1.69584 -1.41166
C -0.37724 1.60186 -0.10756
N -0.11689 2.75859 -2.22781
C -0.62479 3.64154 -1.43851
C -2.10952 3.71491 -1.47225
C -2.61480 2.62788 -0.78289
N -1.84203 1.61580 -0.15633
C -0.10619 3.92132 -0.06953
C -0.01672 2.83030 0.70937
C 0.10045 2.90743 2.20909
C 1.52227 3.14889 2.71255
C 0.08669 5.35149 0.33440
C 1.46274 5.86548 -0.09594
C 3.25439 1.93071 -0.66398
C 3.78544 1.24936 0.44575
C 5.14707 1.43824 1.03893
C 5.26191 2.72393 1.86169
C 3.97837 2.84556 -1.59825
C 4.41028 2.12866 -2.87795
N 0.07418 -0.09225 1.85209
C 1.34700 -1.65246 4.93421
C 1.92419 -0.54751 5.82152
H -6.35479 3.34898 -2.66114
H -5.70614 1.73325 -2.34796
H -4.65334 2.98685 -2.98202
H -5.98193 3.07413 -0.22156
H -4.88356 4.28074 -0.86051
H -5.78252 1.89217 1.63718
H -4.91477 0.54537 2.31718
H -6.43694 0.53572 -0.33440
H -6.88840 -0.31826 1.14253
H -5.44434 -0.80667 0.22394
H -3.18662 -0.17564 2.46552
H -2.69084 -0.87655 4.72604
H -1.43699 -1.68032 5.64844
H -2.76599 -2.85745 3.14405
H -3.18197 -3.30243 4.80611
H -1.57979 -3.67186 4.15072
H 3.24624 -0.49667 2.90729
H 0.31155 0.82540 -2.06147
H -2.74274 4.54256 -1.74972
H -0.29622 1.99462 2.64278
H -0.53509 3.72582 2.56139
H 2.21001 2.40863 2.31513
H 1.55546 3.09636 3.80247
H 1.88005 4.13497 2.41134
H -0.03628 5.46538 1.41315
H -0.68660 5.96475 -0.14084
H 2.25563 5.28447 0.37653
H 1.59477 6.91618 0.16913
H 1.58707 5.76944 -1.17560
H 5.90268 1.44002 0.24640
H 5.37853 0.58265 1.67904
H 5.06181 3.59965 1.24338
H 6.25661 2.83263 2.29761
H 4.53067 2.72247 2.67081
H 4.85571 3.26790 -1.10212
H 3.33144 3.68818 -1.85821
H 5.04222 1.27234 -2.64100
H 4.96246 2.79491 -3.54213
H 3.54055 1.75272 -3.41585
H 2.16449 -2.24569 4.51459
H 0.74739 -2.33700 5.53786
H 2.54059 0.13458 5.23596
H 2.53823 -0.96018 6.62299
H 1.12170 0.03931 6.26968
C -0.50276 -5.70597 -4.03843
C -0.54946 -4.28958 -4.53566
C -0.57273 -4.01671 -5.89906
C -0.60842 -2.70987 -6.34785
Cl -0.63850 -2.40334 -8.06854
C -0.61144 -1.64370 -5.46680
C -0.58322 -1.90545 -4.10770
C -0.56017 -3.21409 -3.64442
O -0.50146 -3.46187 -2.29409
C -1.76175 -3.50666 -1.63865
C -2.30236 -2.17471 -1.09330
O -3.47720 -2.20846 -0.73693
O -1.51655 -1.18768 -0.95735
H 0.11590 -6.32168 -4.69116
H -1.50198 -6.14612 -4.01411
H -0.09546 -5.74567 -3.03015
H -0.55482 -4.82864 -6.61351
H -0.63642 -0.62750 -5.83327
H -0.58699 -1.10691 -3.38324
H -1.63799 -4.15995 -0.77189
H -2.52419 -3.94023 -2.29475
Br 4.41593 -5.74658 -3.54312
C 3.31724 -5.40829 -2.03375
C 3.05793 -6.43503 -1.13899
N 2.29112 -6.27251 -0.06671
C 1.76230 -5.06900 0.13517
C 1.97168 -3.98653 -0.70773
C 2.77159 -4.15761 -1.82756
C 1.30629 -2.66704 -0.44794
O 0.53797 -2.55366 0.52735
O 1.53577 -1.72763 -1.25166
H 3.48247 -7.41882 -1.29814
H 1.13175 -4.94211 1.00557
H 2.93085 -3.32954 -2.50359

Forces on atoms 1 to 2 (eV/Å):
-0.5 -0.4 1.1
0.0 0.0 0.0

=====

No. 2
Below is a 5-piece molecular cluster, C25H51N9O2P overall in a non-equilibrium geometry, with properties calculated with ωB97M-V/def2-TZVPD.

Calculated values
**Net charge**: +1
**HOMO energy**: -11.66 eV
**LUMO**: -0.1377 Ha

Cartesian coordinates (Å):
C 4.41933 -1.45242 0.87685
C 3.93359 -2.02125 -0.45471
N 3.11816 -3.24787 -0.30011
N 1.95056 -2.96886 0.42270
C 0.81704 -2.73313 -0.17999
N 0.72146 -2.71965 -1.58275
N -0.32516 -2.45542 0.53367
C -0.73440 -1.01757 0.36453
C 0.38163 -0.01788 0.71418
N -0.12482 1.17556 1.35924
C -0.58316 1.01184 2.74904
C 0.42883 0.42187 3.72725
C 0.72602 2.30179 1.14366
C 0.81410 2.73367 -0.29381
O 1.29160 2.86746 2.06313
P -0.57421 -3.09911 2.11405
O -1.54052 -2.30373 2.89206
H 4.62701 -2.28175 1.54857
H 5.31182 -0.84353 0.72837
H 3.66132 -0.81355 1.34132
H 4.78003 -2.30075 -1.08354
H 3.33975 -1.28596 -1.00424
H 3.62857 -3.94531 0.23318
H 2.04556 -2.93171 1.44124
H 1.27430 -3.49182 -1.95475
H 1.13070 -1.87330 -1.97593
H -1.64179 -0.84310 0.94369
H -1.01595 -0.89433 -0.68634
H 0.82516 0.30478 -0.23513
H 1.19122 -0.49533 1.29027
H -1.48557 0.39227 2.76019
H -0.87262 2.00763 3.09361
H 1.35827 0.99185 3.74039
H 0.66903 -0.61923 3.47914
H 0.00958 0.40045 4.73551
H -0.12736 2.60290 -0.81237
H 1.58751 2.17420 -0.82651
H 1.12346 3.78223 -0.29996
H 0.68853 -3.21740 2.72291
H -1.04100 -4.40040 1.90250
C -4.33884 -4.49885 -2.64384
C -3.45090 -4.03362 -1.49662
C -4.06393 -2.87304 -0.70086
C -4.25932 -1.69650 -1.54454
N -4.41265 -0.77824 -2.22569
H -4.49013 -3.70333 -3.37419
H -3.88580 -5.34253 -3.16291
H -5.31717 -4.81558 -2.27964
H -2.47657 -3.72621 -1.88485
H -3.27588 -4.86295 -0.80796
H -3.40412 -2.57866 0.11850
H -5.02339 -3.16601 -0.27244
C -3.43950 3.46549 -4.48705
C -3.59980 1.95365 -4.39632
C -3.02038 1.37598 -3.09883
C -1.58894 1.64849 -2.98024
N -0.46487 1.90232 -2.89119
H -2.38593 3.75257 -4.49942
H -3.89430 3.84831 -5.39910
H -3.91929 3.96895 -3.64722
H -3.11834 1.47461 -5.25099
H -4.65641 1.68815 -4.43749
H -3.17130 0.29775 -3.04954
H -3.51854 1.81603 -2.23243
C 5.36433 -4.41530 6.22545
C 6.06290 -3.65224 5.10719
C 5.14005 -2.64378 4.40546
C 3.99355 -3.30594 3.78838
N 3.08739 -3.87236 3.34637
H 4.53841 -5.01760 5.84384
H 6.06190 -5.09026 6.71808
H 4.96795 -3.73405 6.97989
H 6.45795 -4.35249 4.36923
H 6.91285 -3.10037 5.50843
H 5.67802 -2.10278 3.62536
H 4.75778 -1.91020 5.11793
C -1.66252 6.95957 -1.38727
C -1.19051 7.42170 -2.76022
C -2.26231 8.20567 -3.52766
C -3.45665 7.39558 -3.76182
N -4.37859 6.72788 -3.94612
H -2.50963 6.27695 -1.47041
H -0.86330 6.43552 -0.86288
H -1.96928 7.80578 -0.77026
H -0.88503 6.55842 -3.35457
H -0.31309 8.06115 -2.65293
H -1.88148 8.53175 -4.49607
H -2.55924 9.09624 -2.97078

Forces on atoms 1 to 2 (eV/Å):
-0.3 0.2 -0.3
0.1 0.0 0.1

=====

No. 3
Below is an isolated ion of composition C8H6NO4S and charge -1 in a non-equilibrium geometry, with properties calculated with ωB97M-V/def2-TZVPD.

Calculated values
**Net charge**: -1
**HOMO energy**: -5.18 eV
**ΔE to the lowest compared entry with this formula, charge and spin**: 1.956 eV
**LUMO**: 0.1141 Ha

Cartesian coordinates (Å):
C -3.56008 -0.09521 0.20628
C -3.32747 -1.25203 0.93423
C -2.49897 0.65440 -0.28151
C -2.02859 -1.67576 1.19781
C -1.19871 0.24250 -0.03068
C -1.00895 -0.90801 0.70076
C 2.84225 1.44712 -1.81924
C 2.73754 -0.84286 0.94055
N 3.12685 0.18569 0.30262
O 3.97262 1.05856 -2.07284
O 4.47598 0.49219 0.33419
O 1.99414 2.06961 -2.38789
O 2.36805 1.08245 -0.40133
S 1.06424 -1.38549 1.15348
H -4.57747 0.22801 0.02092
H -4.16676 -1.82653 1.30993
H -2.67737 1.55877 -0.84735
H -1.83562 -2.56921 1.77055
H -0.35597 0.81301 -0.39584
H 4.65430 0.72279 -0.63461

Forces on atoms 1 to 2 (eV/Å):
-0.2 0.0 0.0
-0.1 -0.1 0.1